Entry 1:
The following is a quantum chemistry calculation of a cluster of 2 separate species, C3H7Cl2NS in total in a non-equilibrium geometry, from OMol25.

XYZ file:
```
14
Properties=species:S:1:pos:R:3:lowdin_charge:R:1
C -0.680 -0.172 0.075 -0.6215
C -0.299 1.283 -0.102 -0.5348
C 0.017 -1.252 -0.959 -1.0566
H -0.316 -1.639 1.548 0.0909
H 0.289 0.347 2.290 0.2146
H -1.673 -0.400 -0.248 0.0993
H -0.716 1.901 0.688 0.0340
H -0.408 1.886 -1.069 0.0822
H 2.177 1.208 -0.181 -0.1624
H -0.590 -2.130 -1.188 0.0496
N -0.517 -0.556 1.458 -0.1103
S 1.312 1.606 0.733 0.6995
Cl 1.634 -1.792 -0.617 0.6033
Cl -0.230 -0.291 -2.427 0.6122
```

## Properties
Total charge ... 0
Kohn-Sham gap ... 9.090 eV
E_LUMO ... 0.51 eV

---

Entry 2:
The following is a quantum chemistry calculation of a cluster of 8 separate species, C62H61F17N2O6PS in total in a non-equilibrium geometry, from OMol25.

XYZ file:
```
150
Properties=species:S:1:pos:R:3:lowdin_charge:R:1
C 7.948 -0.546 -2.829 0.0190
C 7.579 0.496 -3.840 -0.5685
O 8.216 0.723 -4.812 0.1362
O 6.469 1.213 -3.530 -0.0383
C 5.265 0.568 -4.015 -0.1675
C 4.069 1.447 -3.667 -0.1726
C 3.273 0.932 -2.462 -0.2857
C 2.613 -0.411 -2.703 -0.3164
P 1.988 -1.145 -1.051 0.6553
C 2.083 -2.934 -1.658 -0.2129
C 1.092 -3.433 -2.691 -0.4093
C -0.273 -3.863 -2.155 -0.0377
F 0.918 -2.531 -3.758 -0.0584
O 0.226 -0.926 -1.368 -0.2498
C -0.303 -0.461 -0.187 -0.3939
S -2.067 -0.877 -0.165 0.8026
O -2.377 -2.260 -0.367 -0.2701
O -2.687 -0.240 0.973 -0.2900
C -2.685 -0.048 -1.742 -0.4576
F -2.024 1.122 -1.903 0.1205
F -2.461 -0.863 -2.772 0.1444
C -4.187 0.280 -1.621 -0.3558
F -4.337 1.196 -0.643 0.1246
F -4.823 -0.839 -1.238 0.1364
C -4.846 0.830 -2.936 -0.3305
F -5.820 -0.027 -3.309 0.1490
F -3.964 0.939 -3.935 0.1681
C -5.534 2.208 -2.768 -0.5741
F -4.663 3.141 -2.425 0.1982
F -6.532 2.158 -1.910 0.2027
F -6.038 2.550 -3.958 0.1676
C 0.411 -0.989 1.092 -0.5158
N -0.368 -1.971 1.824 0.1205
C 1.063 0.066 1.981 -0.1231
C 0.822 1.437 1.890 -0.0132
C 1.460 2.317 2.754 -0.1573
N 2.321 1.964 3.710 0.0524
C 2.560 0.648 3.750 -0.1502
C 1.986 -0.321 2.950 -0.0123
O 1.488 -1.734 0.555 -0.2684
H 8.589 -0.073 -2.085 0.0919
H 7.083 -0.954 -2.316 0.0821
H 8.519 -1.333 -3.312 0.0858
H 5.347 0.427 -5.093 0.1266
H 5.183 -0.411 -3.541 0.1077
H 3.407 1.470 -4.534 0.1097
H 4.453 2.449 -3.478 0.1114
H 3.915 0.915 -1.576 0.1022
H 2.491 1.669 -2.274 0.1015
H 1.765 -0.271 -3.376 0.0789
H 3.295 -1.138 -3.146 0.0488
H 3.364 -1.128 -0.577 0.0339
H 1.915 0.226 -0.559 0.0424
H 3.106 -3.081 -2.006 0.0637
H 1.959 -3.576 -0.787 0.0805
H 1.540 -4.326 -3.145 0.1207
H -1.000 -3.112 -2.451 0.0552
H -0.268 -3.983 -1.078 0.0763
H -0.579 -4.782 -2.656 0.0708
H -0.326 0.629 -0.269 0.1053
H 0.264 -2.694 2.135 0.0922
H -0.794 -1.571 2.648 0.0685
H 0.139 1.833 1.155 0.1006
H 1.251 3.377 2.661 0.0968
H 3.276 0.323 4.499 0.0873
H 2.255 -1.359 3.077 0.1180
F 5.536 -0.674 5.426 0.0555
C 5.875 0.201 6.390 -0.2890
C 6.080 1.523 6.054 -0.0163
C 6.418 2.421 7.053 -0.0956
C 6.559 1.994 8.366 -0.0988
C 6.354 0.658 8.680 -0.0865
C 6.004 -0.249 7.689 -0.0177
H 5.969 1.842 5.025 0.1210
H 6.570 3.462 6.802 0.1024
H 6.821 2.701 9.141 0.1005
H 6.463 0.318 9.701 0.1015
H 5.828 -1.293 7.915 0.1157
F 3.557 3.936 8.343 0.0565
C 3.322 5.022 7.580 -0.2829
C 2.655 6.095 8.138 -0.0227
C 2.417 7.213 7.352 -0.0921
C 2.837 7.241 6.029 -0.1015
C 3.503 6.148 5.491 -0.0775
C 3.754 5.028 6.270 -0.0114
H 2.330 6.048 9.168 0.1141
H 1.900 8.064 7.774 0.1007
H 2.644 8.113 5.418 0.0979
H 3.827 6.163 4.459 0.1062
H 4.273 4.169 5.867 0.1034
F 4.796 -4.121 -3.973 0.0551
C 4.446 -4.204 -5.272 -0.2818
C 3.492 -3.337 -5.765 -0.0044
C 3.143 -3.427 -7.104 -0.0749
C 3.739 -4.377 -7.923 -0.1045
C 4.694 -5.239 -7.402 -0.0957
C 5.058 -5.154 -6.065 -0.0237
H 3.029 -2.610 -5.107 0.1040
H 2.400 -2.752 -7.506 0.1066
H 3.460 -4.445 -8.966 0.0961
H 5.158 -5.983 -8.036 0.0991
H 5.804 -5.810 -5.639 0.1135
F -0.038 -1.717 4.642 0.0479
C -0.833 -1.498 5.710 -0.2732
C -1.273 -0.211 5.945 -0.0070
C -2.096 0.019 7.037 -0.0788
C -2.457 -1.029 7.874 -0.1002
C -1.997 -2.313 7.616 -0.0896
C -1.179 -2.558 6.522 -0.0161
H -0.970 0.589 5.281 0.1202
H -2.456 1.020 7.233 0.1037
H -3.098 -0.844 8.726 0.0978
H -2.275 -3.130 8.269 0.1010
H -0.815 -3.551 6.297 0.1168
F -7.563 -7.273 -2.387 0.0425
C -7.012 -6.037 -2.354 -0.2917
C -6.850 -5.412 -1.135 -0.0198
C -6.281 -4.146 -1.106 -0.0657
C -5.894 -3.526 -2.286 -0.0783
C -6.071 -4.176 -3.499 -0.0749
C -6.631 -5.445 -3.540 -0.0242
H -7.163 -5.912 -0.228 0.1146
H -6.136 -3.643 -0.160 0.1100
H -5.456 -2.543 -2.256 0.0745
H -5.771 -3.694 -4.420 0.1036
H -6.771 -5.973 -4.474 0.1135
F -4.561 3.140 5.648 0.0421
C -4.825 3.220 4.324 -0.2871
C -5.643 4.235 3.870 -0.0289
C -5.909 4.316 2.511 -0.0892
C -5.366 3.386 1.635 -0.0853
C -4.549 2.371 2.116 -0.0620
C -4.270 2.287 3.473 0.0014
H -6.059 4.945 4.573 0.1120
H -6.543 5.109 2.136 0.1003
H -5.579 3.452 0.576 0.0890
H -4.122 1.641 1.450 0.0687
H -3.631 1.507 3.865 0.1153
F -6.832 0.225 -10.252 0.0493
C -6.355 0.922 -9.198 -0.2897
C -5.959 2.229 -9.388 -0.0233
C -5.473 2.941 -8.301 -0.0816
C -5.383 2.343 -7.051 -0.0901
C -5.785 1.024 -6.888 -0.0719
C -6.279 0.304 -7.966 -0.0110
H -6.031 2.676 -10.371 0.1146
H -5.164 3.970 -8.431 0.1034
H -5.001 2.904 -6.211 0.0933
H -5.715 0.550 -5.920 0.0865
H -6.604 -0.722 -7.859 0.1177
```

## Properties
Total charge ... -1
Kohn-Sham gap ... 7.552 eV
E_LUMO ... 2.12 eV

---

Entry 3:
The following is a quantum chemistry calculation of a structure of composition C47H40CoN2OP2SSe, from OMol25.

XYZ file:
```
95
Properties=species:S:1:pos:R:3:lowdin_charge:R:1
Co 0.416 -0.828 -0.425 0.1062
N -2.503 -0.533 0.358 -0.3785
P -1.369 -1.581 1.074 0.9315
C -2.348 -3.117 1.121 -0.3325
C -2.738 -3.650 -0.109 -0.1219
C -3.492 -4.810 -0.159 -0.0819
C -3.856 -5.453 1.019 -0.0843
C -3.476 -4.925 2.243 -0.0796
C -2.723 -3.758 2.295 -0.0752
C -1.239 -1.105 2.818 -0.3620
C -2.009 -0.116 3.418 -0.0928
C -1.795 0.224 4.747 -0.0820
C -0.808 -0.420 5.479 -0.0832
C -0.026 -1.401 4.881 -0.0682
C -0.233 -1.736 3.553 -0.0920
P -1.827 0.530 -0.772 0.9595
C -1.924 2.150 0.076 -0.3471
C -2.880 3.130 -0.164 -0.0835
C -2.888 4.298 0.591 -0.0823
C -1.946 4.490 1.589 -0.0838
C -0.984 3.516 1.832 -0.0738
C -0.967 2.358 1.073 -0.1194
C -3.071 0.643 -2.084 -0.3541
C -2.871 1.575 -3.105 -0.1050
C -3.762 1.660 -4.160 -0.0756
C -4.856 0.804 -4.215 -0.0815
C -5.047 -0.139 -3.217 -0.0761
C -4.153 -0.227 -2.156 -0.0837
H -3.429 -0.395 0.749 0.0824
H -2.426 -3.165 -1.027 0.0875
H -3.781 -5.224 -1.116 0.1056
H -4.434 -6.367 0.980 0.1020
H -3.766 -5.418 3.161 0.1034
H -2.426 -3.354 3.254 0.0999
H -2.770 0.407 2.851 0.0936
H -2.398 0.995 5.209 0.1024
H -0.639 -0.150 6.514 0.1020
H 0.756 -1.892 5.444 0.1063
H 0.394 -2.484 3.076 0.0926
H -3.628 2.987 -0.934 0.0991
H -3.637 5.055 0.399 0.1030
H -1.957 5.398 2.177 0.1029
H -0.244 3.660 2.609 0.1075
H -0.203 1.606 1.260 0.0760
H -2.013 2.238 -3.072 0.1002
H -3.601 2.388 -4.945 0.1055
H -5.552 0.867 -5.041 0.1038
H -5.890 -0.816 -3.264 0.1054
H -4.294 -0.985 -1.396 0.0902
C 1.359 4.146 -7.592 -0.0474
C 1.302 3.587 -6.197 -0.2672
C 0.772 4.329 -5.148 -0.0389
C 0.741 3.818 -3.857 -0.0857
C 1.259 2.555 -3.620 -0.4067
C 1.776 1.784 -4.651 -0.0516
C 1.794 2.308 -5.931 -0.0265
S 1.235 1.917 -1.963 0.9048
C 2.893 2.362 -1.472 -0.2053
O 1.261 0.418 -2.103 -0.6053
H 0.806 5.081 -7.667 0.0747
H 0.943 3.442 -8.314 0.0828
H 2.392 4.341 -7.885 0.0860
H 0.367 5.315 -5.343 0.1126
H 0.314 4.394 -3.044 0.1119
H 2.132 0.783 -4.442 0.1181
H 2.191 1.712 -6.745 0.1198
H 3.588 1.830 -2.122 0.0746
H 3.007 2.028 -0.442 0.0245
H 3.006 3.441 -1.563 0.0648
Se 0.892 -2.949 -1.470 0.6284
C 1.102 -3.978 0.140 -0.6572
C 0.328 -5.110 0.385 -0.1492
C 0.470 -5.827 1.567 -0.0952
C 1.401 -5.433 2.518 -0.1061
C 2.204 -4.328 2.265 -0.1114
C 2.059 -3.609 1.086 -0.1569
H -0.386 -5.438 -0.358 0.0901
H -0.153 -6.695 1.742 0.0998
H 1.509 -5.989 3.441 0.0955
H 2.952 -4.027 2.990 0.0974
H 2.674 -2.740 0.891 0.0663
N 8.578 1.592 4.838 0.1466
C 7.608 1.328 4.280 -0.1895
C 6.394 1.001 3.579 -0.2411
C 6.066 -0.330 3.328 -0.0249
C 4.906 -0.638 2.645 -0.0180
C 4.049 0.371 2.193 -0.2461
C 4.384 1.702 2.466 -0.0321
C 5.543 2.017 3.149 -0.0310
C 2.864 0.044 1.460 -0.1415
C 1.843 -0.238 0.857 -0.0909
H 6.724 -1.117 3.671 0.1195
H 4.652 -1.672 2.450 0.1108
H 3.719 2.493 2.145 0.1106
H 5.794 3.048 3.358 0.1176
```

## Properties
Multiplicity ... 4
Total charge ... 0
Kohn-Sham gap (spin up / spin down) ... 7.207 / 7.312 eV
E_LUMO (spin up / spin down) ... 0.25 / 0.14 eV
⟨S²⟩ ... 3.77

---

Entry 4:
The following is a quantum chemistry calculation of an isolated molecule of C3H6N6 in a non-equilibrium geometry, from OMol25.

XYZ file:
```
15
Properties=species:S:1:pos:R:3:lowdin_charge:R:1
H 2.004 3.090 0.927 0.1015
N 1.901 1.993 0.717 0.0718
C 0.999 1.698 -0.150 -0.1906
N 0.457 0.280 -0.168 -0.0499
N -0.204 0.523 -1.367 0.0079
C -1.218 -0.378 -1.599 -0.2093
N -1.498 -1.336 -0.715 -0.0307
N -0.785 -1.427 0.649 0.0578
C 0.355 -0.612 0.779 -0.6063
N 1.185 -0.709 1.668 0.1601
H 0.852 -1.247 2.545 0.1013
H 0.622 2.314 -0.911 0.0828
H -1.466 -0.614 -2.751 0.1606
H -1.597 -2.406 -0.954 0.1764
H -1.607 -1.168 1.330 0.1667
```

## Properties
Total charge ... 0
Kohn-Sham gap ... 8.758 eV
E_LUMO ... 0.68 eV
SMILES ... [H]/N=C/N1N=CNN/C1=N\[H]

---

Entry 5:
The following is a quantum chemistry calculation of the ion C3H7N2S with charge +1 in a non-equilibrium geometry, from OMol25.

XYZ file:
```
13
Properties=species:S:1:pos:R:3:lowdin_charge:R:1
N 1.634 0.688 1.009 -0.0172
C 1.360 -0.437 0.040 -0.1948
C 0.024 -0.478 -0.503 -0.0290
N -1.039 0.068 -0.020 0.0098
C -2.374 -0.122 -0.554 -0.6256
S -3.559 0.505 0.296 0.8779
H 2.535 0.858 1.412 0.0687
H 1.086 1.634 0.833 0.1371
H 1.832 -1.436 0.284 0.1701
H 1.997 -0.069 -0.839 0.1614
H -0.009 -0.941 -1.473 0.1557
H -1.085 0.581 0.926 0.1773
H -2.402 -0.852 -1.409 0.1087
```

## Properties
Total charge ... +1
Kohn-Sham gap ... 7.728 eV
E_LUMO ... -5.91 eV
SMILES ... NC/C=[NH+]/C=S

---

Entry 6:
The following is a quantum chemistry calculation of a structure of composition C4H5LiO2Pm in a non-equilibrium geometry, from OMol25.

XYZ file:
```
13
Properties=species:S:1:pos:R:3:lowdin_charge:R:1
C 2.639 -1.420 0.334 -0.4558
C 1.852 -0.788 1.440 -0.0402
C 0.629 -0.190 1.475 -0.0642
C -0.211 0.008 0.325 -0.2666
O -0.737 1.097 0.058 -0.2436
O 2.928 -2.718 0.575 -0.4078
Li 2.835 -4.408 0.434 0.8002
Pm -2.497 2.149 -1.991 1.0802
H 2.004 -1.117 -0.564 0.1055
H 3.549 -0.796 0.162 0.1259
H 2.311 -0.987 2.417 0.1196
H 0.250 0.210 2.419 0.1199
H -0.344 -0.838 -0.375 0.1271
```

## Properties
Multiplicity ... 5
Total charge ... +1
Kohn-Sham gap (spin up / spin down) ... 6.227 / 6.232 eV
E_LUMO (spin up / spin down) ... -3.52 / -4.36 eV
⟨S²⟩ ... 6.47